[1]
74
Properties=species:S:1:pos:R:3:forces:R:3:mulliken_spin:R:1 method="wB97M-V/def2-TZVPD" gap_ha="0.2112 / 0.2451" homo_energy_ev="-9.4 / -10.3" s_squared=0.7532 total_charge=+1 multiplicity=2 e_lumo_ev="-3.6 / -3.6"
Ti -0.1545 -0.4915 0.6508 0.2 -1.5 0.5 0.99
C -5.6419 2.9990 3.7008 0.0 0.0 0.0 0.00
C -4.6411 2.3198 2.8102 0.1 -0.1 0.0 0.00
C -4.9672 1.8252 1.5747 0.0 0.0 0.0 0.00
C -4.0116 1.2142 0.7253 -0.2 0.0 -0.1 0.00
C -4.5188 0.6297 -0.4690 0.1 0.0 0.0 0.00
N -3.9609 0.3451 -1.6146 0.0 0.1 0.0 0.00
C -2.7077 0.8150 -2.2308 0.0 -0.1 0.0 -0.01
C -2.6057 2.3385 -2.1773 0.0 0.0 0.0 0.00
C -1.3243 2.8447 -2.8272 0.0 0.0 0.0 0.00
N -0.1801 2.5141 -1.9821 0.0 0.0 0.0 0.00
C 1.0418 2.9225 -2.1503 0.0 0.0 0.1 0.00
C 2.1423 2.4466 -1.3896 -0.1 0.0 -0.1 0.00
C 3.4489 2.8608 -1.7229 0.0 0.0 0.0 0.00
C 4.5576 2.2910 -1.1458 -0.1 0.0 0.0 0.00
C 5.9549 2.7121 -1.5017 0.0 0.0 0.0 0.00
C 4.3343 1.2433 -0.2359 0.0 0.0 0.0 0.00
C 3.0776 0.7956 0.1256 0.0 0.0 0.0 0.02
C 2.9554 -0.3354 1.0384 0.0 0.0 -0.1 -0.01
N 1.8722 -0.9492 1.3063 0.3 0.1 0.2 -0.01
C 1.9179 -2.0039 2.3188 0.0 0.1 0.0 0.00
C 1.2388 -1.5199 3.6249 0.0 0.0 0.0 0.00
C 0.8793 -0.0350 3.6707 0.0 0.0 -0.1 0.01
N -0.1912 0.3186 2.7226 -0.1 0.3 0.2 0.00
C -1.1346 1.0396 3.1868 -0.1 -0.1 0.0 0.02
C -2.3728 1.4210 2.5078 0.0 0.0 0.0 0.01
C -3.3308 2.0758 3.2565 0.0 0.0 0.0 0.00
C -2.6781 1.0186 1.1749 0.0 -0.1 0.1 -0.01
O -1.8199 0.4226 0.4386 -0.9 0.9 -0.3 0.00
C 1.9319 1.4431 -0.4044 0.0 0.0 0.0 -0.02
O 0.7360 1.1477 -0.0360 0.4 0.7 -0.2 0.01
H -6.4740 3.4002 3.1246 0.0 0.0 0.0 0.00
H -5.1854 3.8240 4.2471 0.0 0.0 0.0 0.00
H -6.0482 2.3020 4.4355 0.0 0.0 0.0 0.00
H -5.9873 1.9201 1.2172 0.0 0.0 0.0 0.00
H -5.5698 0.3575 -0.4355 0.0 0.0 0.0 0.00
H -4.5574 -0.1670 -2.2482 0.0 0.0 0.0 0.00
H -2.7688 0.4935 -3.2709 0.0 0.0 0.0 0.00
H -1.8622 0.3004 -1.7791 0.0 0.0 0.0 0.01
H -2.6531 2.6964 -1.1466 0.0 0.0 0.0 0.00
H -3.4547 2.7735 -2.7076 0.0 0.0 0.0 0.00
H -1.3633 3.9255 -2.9648 0.0 0.0 0.0 0.00
H -1.1865 2.3844 -3.8094 0.0 0.0 0.0 0.00
H -0.2832 1.8326 -1.2156 0.0 0.0 0.0 0.00
H 1.2228 3.6352 -2.9513 0.0 0.0 0.0 0.00
H 3.5720 3.6395 -2.4684 0.0 0.0 0.0 0.00
H 5.9620 3.6999 -1.9597 0.0 0.0 0.0 0.00
H 6.4093 2.0134 -2.2062 0.0 0.0 0.0 0.00
H 6.5928 2.7491 -0.6188 0.0 0.0 0.0 0.00
H 5.1967 0.7472 0.1998 0.0 0.0 0.0 0.00
H 3.8899 -0.6775 1.4919 0.0 0.0 0.0 0.00
H 2.9567 -2.2916 2.5002 0.0 0.0 0.0 0.00
H 1.3786 -2.8639 1.9235 0.0 0.0 0.0 0.00
H 1.9181 -1.7083 4.4576 0.0 0.0 0.0 0.00
H 0.3325 -2.0996 3.7994 0.0 0.0 0.0 0.00
H 1.7501 0.5861 3.4445 0.0 0.0 0.0 0.00
H 0.5573 0.2155 4.6847 0.0 0.0 0.0 0.00
H -1.0929 1.3594 4.2317 0.0 0.0 0.0 0.00
H -3.0702 2.3759 4.2671 0.0 0.0 0.0 0.00
Br -1.5220 -2.4683 1.5664 0.0 -0.1 0.0 0.00
N 2.8801 -8.7502 -3.0898 0.0 0.0 0.0 0.00
C 2.4895 -7.7006 -2.8333 0.0 0.0 0.0 0.00
C 2.0014 -6.3858 -2.5170 0.0 0.0 0.0 0.00
C 2.6550 -5.2663 -3.0280 0.0 0.0 0.0 0.00
C 2.1884 -4.0024 -2.7203 0.0 0.0 0.0 0.00
C 1.0664 -3.8436 -1.9038 0.0 0.0 0.0 -0.01
C 0.4165 -4.9724 -1.3967 0.0 0.0 0.0 0.00
C 0.8821 -6.2375 -1.7001 0.0 0.0 0.0 0.00
C 0.5875 -2.5430 -1.5436 0.1 0.1 -0.2 0.01
C 0.1759 -1.4495 -1.1875 0.0 -0.2 -0.2 -0.03
H 3.5219 -5.3947 -3.6612 0.0 0.0 0.0 0.00
H 2.6866 -3.1266 -3.1132 0.0 0.0 0.0 0.00
H -0.4436 -4.8375 -0.7523 0.0 0.0 0.0 0.00
H 0.3848 -7.1143 -1.3086 0.0 0.0 0.0 0.00


[2]
72
Properties=species:S:1:pos:R:3:forces:R:3:mulliken_spin:R:1 method="wB97M-V/def2-TZVPD" gap_ha="0.2496 / 0.2813" homo_energy_ev="-9.7 / -10.9" s_squared=6.0775 total_charge=+1 multiplicity=5 e_lumo_ev="-2.9 / -3.3"
Co 0.8001 -0.5883 -0.8407 -0.2 -0.3 0.2 2.25
Cl 2.6918 0.5595 0.2758 0.7 0.0 -0.4 0.03
C 2.2012 1.1015 1.8388 -0.5 0.1 0.8 0.01
C 3.1660 1.6097 2.6954 0.1 0.0 -0.1 0.00
C 2.7882 2.0528 3.9509 0.0 0.0 -0.2 0.00
C 1.4562 1.9936 4.3323 -0.1 0.0 0.0 0.00
C 0.5029 1.4851 3.4695 0.2 0.1 0.0 0.00
C 0.8603 1.0171 2.2056 0.0 -0.2 -0.1 0.00
P -0.4062 0.4088 1.0188 -0.2 0.6 0.5 0.06
C -1.4227 -0.7411 1.9974 0.1 0.0 -0.1 0.01
C -2.5985 -1.1885 1.3904 0.2 0.1 0.0 0.00
C -3.3528 -2.1862 1.9787 -0.1 -0.1 0.0 0.00
C -2.9331 -2.7586 3.1699 0.0 0.0 0.0 0.01
C -1.7645 -2.3237 3.7723 0.0 -0.2 0.1 0.00
C -1.0015 -1.3280 3.1883 -0.1 0.2 -0.1 0.01
C -1.3837 1.9407 0.9237 -0.1 -0.2 -0.2 -0.01
C -2.4947 2.1845 1.7238 0.1 -0.1 -0.1 0.00
C -3.1214 3.4164 1.6653 -0.1 0.1 0.0 0.00
C -2.6524 4.4000 0.8098 0.0 0.0 0.0 0.00
C -1.5556 4.1519 0.0000 0.0 0.1 0.0 -0.02
C -0.9155 2.9290 0.0615 0.0 -0.2 0.0 0.02
H 4.1955 1.6637 2.3747 0.1 0.0 0.0 0.00
H 3.5351 2.4522 4.6194 0.0 0.0 0.1 0.00
H 1.1516 2.3595 5.2994 0.0 0.0 0.1 0.00
H -0.5315 1.4535 3.7802 -0.1 0.0 0.0 0.00
H -2.9037 -0.7521 0.4484 -0.1 0.0 -0.1 0.00
H -4.2586 -2.5318 1.5032 -0.1 0.0 0.0 0.00
H -3.5097 -3.5500 3.6234 -0.1 0.0 0.0 0.00
H -1.4374 -2.7767 4.6946 0.0 0.0 0.1 0.00
H -0.0799 -1.0139 3.6567 0.0 0.0 0.1 0.00
H -2.8617 1.4169 2.3903 -0.1 0.0 0.1 0.00
H -3.9802 3.6114 2.2893 -0.1 0.0 0.1 0.00
H -3.1432 5.3600 0.7769 -0.1 0.1 0.0 0.00
H -1.2015 4.9108 -0.6804 0.1 0.1 -0.1 0.00
H -0.0514 2.7276 -0.5554 0.1 0.1 -0.1 0.01
I 2.9668 -1.6229 -2.5763 -0.3 -0.2 -0.4 0.04
C 1.3086 -2.1952 -3.8177 0.0 0.0 0.3 0.00
I -0.3987 -2.7397 -2.6338 0.3 0.0 -0.4 0.03
H 1.6000 -3.0488 -4.4211 0.0 0.0 0.1 0.00
H 1.0347 -1.3456 -4.4348 0.0 0.0 0.2 0.00
N 1.0332 -2.2327 0.6874 -0.1 0.1 0.0 0.03
C 1.6179 -3.5162 0.4566 0.2 -0.4 0.0 0.00
C 2.9949 -3.6807 0.5340 -0.2 0.1 0.0 0.00
C 3.5540 -4.9227 0.2906 0.0 0.0 0.0 0.00
C 2.7447 -6.0034 -0.0192 0.0 -0.1 0.0 0.00
C 1.3711 -5.8393 -0.0850 0.0 0.0 0.0 0.00
C 0.8031 -4.6010 0.1516 0.1 0.2 0.0 0.00
H 0.0766 -2.3712 1.0201 0.3 0.2 0.0 0.00
H 1.5504 -1.7503 1.4237 -0.2 -0.1 0.0 0.00
H 3.6247 -2.8361 0.7838 0.0 0.1 0.0 0.00
H 4.6246 -5.0407 0.3502 0.1 0.0 0.0 0.00
H 3.1740 -6.9781 -0.1924 0.1 -0.1 0.0 0.00
H 0.7354 -6.6795 -0.3145 -0.1 -0.1 0.0 0.00
H -0.2694 -4.4712 0.0937 -0.1 0.0 0.1 0.00
C 2.1646 2.5624 -2.9577 0.0 0.0 0.0 0.01
C 0.7344 2.5356 -3.3947 -0.1 -0.1 0.1 0.20
C 0.2461 3.4763 -4.2687 0.1 0.1 0.0 -0.12
C -1.0809 3.4631 -4.6829 0.0 -0.1 0.1 0.23
C -1.9521 2.5047 -4.1789 -0.1 0.0 -0.1 -0.12
C -1.5323 1.5430 -3.2900 0.2 -0.1 0.1 0.20
C -2.5025 0.5663 -2.7076 0.0 0.0 0.1 0.00
C -0.1463 1.5080 -2.8836 -0.4 0.9 -0.9 0.08
N 0.3046 0.6170 -2.0640 0.3 -0.6 0.5 0.99
H 2.5506 3.5790 -2.9878 0.1 0.0 0.0 0.01
H 2.7777 1.9494 -3.6210 0.1 0.0 0.0 0.01
H 2.2755 2.1633 -1.9513 0.0 0.1 0.0 0.00
H 0.9142 4.2436 -4.6345 0.0 0.1 -0.1 0.00
H -1.4331 4.2022 -5.3840 -0.1 0.1 -0.1 0.01
H -2.9882 2.5134 -4.4871 -0.1 0.0 0.0 0.00
H -3.2125 0.2298 -3.4599 -0.1 0.0 0.0 0.01
H -3.0639 1.0432 -1.9026 -0.1 0.0 0.1 0.02
H -1.9901 -0.2958 -2.2902 0.0 0.0 0.0 -0.01


[3]
77
Properties=species:S:1:pos:R:3:forces:R:3:mulliken_charge:R:1 method="wB97M-V/def2-TZVPD" gap_ha=0.2643 homo_energy_ev=-7.3 multiplicity=1 e_lumo_ev=-0.1
Y -0.6907 0.9685 -0.2173 0.2 0.0 -1.4 0.35
C 3.7493 0.7447 0.8925 -0.1 0.1 -0.1 -1.50
C 2.7334 1.6558 1.6013 0.0 0.0 -0.1 -0.28
C 1.8779 2.5409 0.6612 -0.1 -0.2 0.3 -1.24
N 0.4562 2.4632 0.9610 0.3 0.1 0.4 0.00
C -0.0900 3.1347 1.9524 -0.3 0.1 0.2 1.31
C 0.6740 3.9862 2.7799 0.0 0.1 0.2 -1.01
C 0.3441 4.7779 3.8659 0.2 -0.1 -0.1 -0.69
C -0.8741 4.9924 4.4867 -0.1 0.0 -0.1 -0.76
C -2.0723 4.4248 4.0958 -0.1 -0.1 -0.1 -0.67
C -2.3710 3.5401 3.0663 0.0 0.2 0.1 -0.91
C -1.5705 2.9108 2.0926 0.2 0.0 0.0 1.33
N -2.0735 2.0521 1.2163 -0.1 0.3 0.4 0.06
C -3.4979 1.7808 1.1765 0.1 -0.1 -0.1 -0.88
C -3.8046 0.6552 0.1829 0.1 0.0 0.2 -1.59
C -3.2839 -0.7133 0.6422 0.1 0.1 0.0 -0.98
N -1.8488 -0.8371 0.4439 -0.2 -0.6 0.3 0.66
C -1.2130 -1.9287 0.8499 0.3 -0.1 0.0 0.85
C -1.8923 -2.9576 1.5339 0.1 -0.2 -0.1 -0.92
C -1.5151 -4.2347 1.9328 -0.2 0.1 0.0 -0.69
C -0.3217 -4.9088 1.7857 0.1 0.0 0.0 -0.85
C 0.8252 -4.3684 1.2223 0.1 0.0 -0.1 -0.75
C 1.0754 -3.1076 0.7143 -0.1 0.0 0.1 -0.99
C 0.2652 -1.9523 0.5481 -0.3 -0.3 0.2 1.50
N 0.7538 -0.8282 0.0610 0.1 -0.1 0.2 1.11
C 2.1253 -0.7913 -0.4384 0.0 0.2 0.0 -1.10
C 3.2485 -0.6758 0.6103 -0.1 0.0 0.1 -0.75
H 4.6574 0.6749 1.4925 0.0 -0.1 0.1 0.47
H 4.0600 1.2054 -0.0540 0.0 0.0 0.1 0.44
H 3.2443 2.2918 2.3272 0.0 0.0 -0.1 0.62
H 2.0486 1.0371 2.1840 0.0 -0.1 0.0 0.28
H 2.0145 2.2165 -0.3793 0.0 0.0 0.0 0.12
H 2.2269 3.5732 0.6838 0.1 0.1 -0.1 0.77
H 1.7270 4.0081 2.5326 0.0 0.0 0.0 0.16
H 1.1882 5.3073 4.2984 0.0 0.0 0.0 0.33
H -0.8890 5.6613 5.3373 0.0 0.0 0.0 0.33
H -2.9345 4.7143 4.6885 0.0 0.0 0.0 0.31
H -3.4202 3.2861 3.0011 0.0 0.0 0.0 0.22
H -4.0436 2.6872 0.8962 -0.1 0.0 -0.1 0.58
H -3.8808 1.4714 2.1536 0.0 0.0 0.1 0.58
H -3.4257 0.9131 -0.8148 0.1 0.0 -0.1 0.26
H -4.8827 0.5863 0.0651 -0.2 0.0 0.0 0.56
H -3.8021 -1.5197 0.1099 -0.1 0.0 -0.1 0.48
H -3.5539 -0.8200 1.6990 0.0 0.0 0.1 0.58
H -2.9222 -2.7280 1.7576 -0.1 0.0 0.0 0.25
H -2.3046 -4.7944 2.4245 0.0 0.0 0.0 0.35
H -0.2710 -5.9272 2.1495 0.0 0.0 0.0 0.35
H 1.6861 -5.0338 1.1875 -0.1 0.1 0.0 0.37
H 2.1001 -2.9750 0.3939 -0.1 0.0 0.0 0.25
H 2.1993 0.0651 -1.1193 0.0 0.0 0.0 0.30
H 2.3032 -1.6592 -1.0755 0.0 -0.2 0.0 0.33
H 4.0916 -1.2792 0.2658 0.1 0.0 0.0 0.49
H 2.9112 -1.1311 1.5458 0.0 0.0 0.0 0.37
O 2.5118 2.8223 -4.8810 -0.2 -0.1 0.2 -0.55
C 2.5368 1.5009 -4.9574 -0.2 0.0 -0.1 0.38
O 3.3194 0.9198 -5.6637 0.0 -0.1 0.1 -0.59
C 1.5363 0.7400 -4.1314 0.1 0.4 0.1 -0.01
C 1.3944 -0.6287 -4.1447 0.0 -0.5 -0.1 0.46
Cl 2.1220 -1.7827 -5.1505 0.1 0.0 -0.1 -0.13
N 0.4522 -0.9791 -3.2390 -0.2 -0.6 0.3 0.06
N -0.0548 0.1116 -2.6474 0.0 0.0 0.0 -0.40
C 0.5748 1.1486 -3.1736 -0.1 0.3 -0.1 -0.02
C 0.1084 2.5097 -2.6886 -0.2 0.0 0.1 1.23
O 0.6605 3.5237 -3.1047 0.1 -0.1 -0.2 -0.86
O -0.8525 2.4518 -1.8463 0.3 0.3 -0.5 -0.57
C -0.0648 -2.2824 -2.8703 0.3 0.5 -0.2 0.31
C 0.7813 -3.3726 -2.7634 0.1 -0.2 0.0 -0.21
C 0.2523 -4.6035 -2.3964 0.0 0.0 0.1 -1.11
C -1.0962 -4.7297 -2.0914 0.0 0.1 0.0 -0.48
C -1.9253 -3.6164 -2.1815 0.0 -0.1 0.0 -0.72
C -1.4162 -2.3957 -2.5963 -0.1 0.1 0.1 0.12
H 1.7952 3.1483 -4.2672 0.1 0.0 0.1 0.41
H 1.8416 -3.2725 -2.9585 -0.1 0.0 0.0 0.32
H 0.9178 -5.4564 -2.3128 -0.1 0.1 0.0 0.39
H -1.4965 -5.6847 -1.7726 0.0 0.1 0.0 0.44
H -2.9794 -3.6992 -1.9428 0.1 0.0 0.0 0.41
H -2.0563 -1.5290 -2.6893 0.0 0.0 0.0 0.43